A 2-piece molecular cluster, C4H8Cl4 overall. Source: the OMol25 dataset; level of theory: ωB97M-V/def2-TZVPD.

Cartesian coordinates (Å):
1 Cl -2.708220 0.688607 -1.984282
2 C -2.297890 -0.805463 -1.089143
3 C -2.973840 -0.826933 0.231137
4 Cl -4.626160 -1.544633 -0.013572
5 H -1.209410 -0.808243 -1.031682
6 H -2.481990 -1.701183 -1.682333
7 H -3.072890 0.152567 0.698957
8 H -2.458700 -1.416203 0.989748
9 Cl 0.873800 1.117407 -0.545002
10 C 2.120820 0.240437 0.518928
11 C 3.373060 1.128457 0.732347
12 Cl 4.115200 1.800907 -0.768812
13 H 2.376670 -0.626823 -0.089772
14 H 1.610970 0.042867 1.461858
15 H 4.258780 0.640407 1.139048
16 H 3.099800 1.917827 1.432578

Atomic forces in eV per Å
-0.20 -0.23 -0.25
1.35 -0.02 -0.62
-0.39 -0.25 0.77
0.10 0.24 0.39
0.02 0.40 0.57
-0.62 0.25 -0.08
-0.21 0.05 -0.41
0.02 -0.39 -0.35
-0.27 0.38 -0.10
1.40 0.30 -0.45
-0.28 -0.52 0.70
-0.31 0.28 -0.40
-0.12 -0.20 0.39
0.15 -0.21 -0.09
-0.67 -0.46 0.25
0.05 0.39 -0.32

For the HOMO energy (spin up / spin down), the calculation gives 0.8 / -6.9 eV. Its spin multiplicity is 2. The energy relative to the best compared isomer or geometry (same formula, charge and spin) comes out at 18.4 kJ/mol. The value obtained for the total energy is -1997.93569 a.u. Its HOMO-LUMO gap (spin up / spin down) is 2.14 / 9.80 eV. As for the total charge: -1.

Results of the Mulliken charge analysis, in e, for atoms 1 through 6:
1. Cl -0.233
2. C -0.220
3. C -0.701
4. Cl -0.265
5. H 0.054
6. H 0.384